{"formula": "C42H59N3O6P4PdS", "method": "the ωB97M-V functional and the def2-TZVPD basis", "total_charge": 2, "e_homo_ev": [-12.4, -12.4], "multiplicity": 1, "energy_ev": -112729.1005, "homo_lumo_gap_ev": [4.626, 4.635], "symbols": ["Pd", "C", "C", "C", "O", "P", "O", "C", "P", "O", "O", "C", "C", "C", "O", "C", "C", "C", "O", "C", "C", "C", "H", "H", "H", "H", "H", "H", "H", "H", "H", "H", "H", "H", "H", "H", "H", "H", "H", "H", "H", "H", "H", "H", "H", "H", "H", "H", "H", "H", "H", "H", "C", "P", "C", "C", "C", "C", "C", "C", "C", "C", "C", "C", "C", "C", "P", "C", "C", "C", "C", "C", "C", "C", "C", "C", "C", "C", "C", "H", "H", "H", "H", "H", "H", "H", "H", "H", "H", "H", "H", "H", "H", "H", "H", "H", "H", "H", "H", "H", "H", "C", "C", "C", "N", "N", "C", "N", "S", "H", "H", "H", "H", "H", "H", "H"], "positions_angstrom": [[-0.02872, -0.04561, -0.26639], [-0.50465, -5.87608, -1.57351], [-0.33243, -4.48013, -2.15232], [-0.13921, -4.50210, -3.66065], [-1.50723, -3.73304, -1.77008], [-1.64183, -2.17076, -2.07513], [-0.34678, -1.49686, -2.27851], [-2.53086, -1.57094, -0.58680], [-2.62147, 0.25506, -0.73676], [-1.57845, 0.93069, -1.53732], [-4.09328, 0.48456, -1.23643], [-4.45753, 1.68019, -1.98939], [-4.07297, 1.49359, -3.44579], [-5.94966, 1.89339, -1.78994], [-2.42624, 0.87302, 0.73430], [-3.10242, 0.55737, 1.96898], [-2.41932, -0.65074, 2.60793], [-4.59831, 0.36258, 1.79771], [-2.62029, -2.01736, -3.29721], [-3.77191, -2.89670, -3.42901], [-5.04349, -2.06964, -3.36138], [-3.68524, -3.64177, -4.74877], [0.36171, -6.48147, -1.82139], [-1.39203, -6.34277, -1.99181], [-0.61563, -5.82791, -0.49352], [0.53217, -3.98253, -1.69186], [-0.90608, -5.11107, -4.13395], [0.83045, -4.93577, -3.89304], [-0.18361, -3.48568, -4.05136], [-1.94135, -1.85317, 0.29203], [-3.53251, -1.99124, -0.52177], [-3.89282, 2.51782, -1.56828], [-4.72659, 0.77215, -3.92542], [-3.04795, 1.13737, -3.50754], [-4.14646, 2.44328, -3.96627], [-6.49281, 0.98090, -2.02410], [-6.29065, 2.68561, -2.45072], [-6.16809, 2.17370, -0.76266], [-2.92106, 1.45017, 2.58187], [-2.89907, -1.57972, 2.30905], [-2.48477, -0.57755, 3.68987], [-1.35982, -0.66330, 2.31232], [-4.81041, -0.45808, 1.11663], [-5.06417, 1.26391, 1.40855], [-5.04050, 0.14023, 2.76453], [-3.74057, -3.61298, -2.60052], [-5.13773, -1.46728, -4.26032], [-5.03674, -1.41224, -2.49750], [-5.90536, -2.72890, -3.29796], [-3.54653, -2.94251, -5.56863], [-4.61026, -4.19042, -4.90558], [-2.86230, -4.34695, -4.74951], [2.32266, 3.24402, 0.67804], [1.61464, 1.72908, -0.14915], [1.51167, 2.19256, -1.91264], [1.43053, 3.49274, -2.40048], [1.39245, 3.71600, -3.76688], [1.42765, 2.65149, -4.65156], [1.45543, 1.35012, -4.17115], [1.47689, 1.12008, -2.81042], [3.17159, 0.77059, -0.03855], [3.38155, 0.04760, 1.13334], [4.59564, -0.57095, 1.36179], [5.60567, -0.48806, 0.41410], [5.39798, 0.22102, -0.75782], [4.19191, 0.86691, -0.97726], [1.33305, 3.88185, 2.11491], [1.47585, 2.40773, 3.19501], [2.67847, 2.08511, 3.81910], [2.74837, 0.97853, 4.64376], [1.62103, 0.21017, 4.87673], [0.42727, 0.52222, 4.24763], [0.35576, 1.61020, 3.39349], [2.53275, 5.00677, 2.89039], [3.52368, 5.66923, 2.16736], [4.46694, 6.43070, 2.83148], [4.40984, 6.57198, 4.21061], [3.39496, 5.95465, 4.92837], [2.44700, 5.19550, 4.27234], [2.42903, 4.02479, -0.07462], [3.31251, 2.96930, 1.05600], [1.36888, 4.33860, -1.73006], [1.33952, 4.72806, -4.13660], [1.40751, 2.83327, -5.71352], [1.45703, 0.51554, -4.85665], [1.44827, 0.10040, -2.42203], [2.58716, -0.00143, 1.86889], [4.76630, -1.10432, 2.28345], [6.55638, -0.96350, 0.59957], [6.18633, 0.29715, -1.49099], [4.04180, 1.45149, -1.87250], [3.55631, 2.69837, 3.67073], [3.67920, 0.72544, 5.12696], [1.67259, -0.61839, 5.56493], [-0.45665, -0.05968, 4.45364], [-0.57188, 1.87207, 2.90278], [3.57845, 5.57958, 1.09271], [5.25100, 6.91789, 2.27362], [5.14634, 7.17257, 4.72122], [3.34366, 6.07299, 5.99852], [1.65069, 4.71880, 4.82726], [0.87183, -3.27584, 4.31096], [0.42438, -4.02943, 3.05711], [0.92377, -3.33223, 1.84808], [0.41773, -2.26718, 1.33957], [1.07872, -1.79121, 0.27283], [2.11462, -2.51275, -0.08221], [2.86318, -2.26234, -1.15388], [2.36718, -3.86602, 0.99044], [0.51774, -3.79026, 5.19848], [0.46145, -2.27153, 4.29206], [1.95650, -3.21578, 4.34941], [-0.66646, -4.06038, 3.02969], [0.81248, -5.04784, 3.07516], [2.56517, -1.53379, -1.78521], [3.65386, -2.83256, -1.39300]], "lowdin_charge": [0.807, -0.024, -0.436, -0.028, -0.180, 0.474, -0.273, -0.190, 0.454, -0.280, -0.195, -0.409, -0.026, -0.019, -0.216, -0.411, -0.060, -0.027, -0.153, -0.425, -0.028, -0.016, 0.093, 0.093, 0.078, 0.109, 0.080, 0.096, 0.076, 0.044, 0.095, 0.146, 0.074, 0.071, 0.098, 0.090, 0.097, 0.079, 0.146, 0.082, 0.089, 0.042, 0.077, 0.085, 0.102, 0.134, 0.087, 0.059, 0.099, 0.099, 0.098, 0.063, -0.461, 1.069, -0.377, -0.068, -0.049, -0.043, -0.047, -0.137, -0.393, -0.136, -0.065, -0.058, -0.058, -0.077, 1.018, -0.422, -0.099, -0.066, -0.077, -0.090, -0.115, -0.413, -0.099, -0.071, -0.064, -0.065, -0.110, 0.034, 0.069, 0.105, 0.117, 0.117, 0.117, 0.057, 0.090, 0.113, 0.115, 0.116, 0.112, 0.118, 0.114, 0.106, 0.083, 0.082, 0.094, 0.109, 0.110, 0.111, 0.110, -0.073, -0.223, -0.565, 0.017, -0.116, -0.692, 0.175, 1.158, 0.089, 0.045, 0.084, 0.123, 0.113, 0.098, 0.126]}